This record from the Open Molecules 2025 dataset describes one molecule with the formula C23H29FN2O4. The level of theory is ωB97M-V with the def2-TZVPD basis set.

Each line ends with the Löwdin charge.
CARTESIAN COORDINATES (ANGSTROEM)
C 5.21942 -0.11397 2.56480  -0.097
C 5.83690 0.27999 1.20700  -0.223
C 4.90867 1.16388 0.35245  -0.201
N 4.07388 0.36203 -0.57982  0.026
C 2.88075 -0.16223 -0.00900  -0.156
C 2.77693 -1.44422 0.35515  -0.117
C 3.84532 -2.48213 0.20320  -0.013
C 1.47600 -1.89721 0.93357  -0.277
O 1.42464 -2.79565 1.74643  0.127
C 0.26138 -1.21065 0.40140  -0.012
C -0.95493 -1.86552 0.30234  -0.189
O -1.16370 -3.13524 0.73718  0.084
C -2.05124 -1.19762 -0.25547  -0.145
N -3.26809 -1.89918 -0.35590  0.161
C -4.16829 -1.64718 0.50521  -0.380
C -5.61834 -1.83400 0.15030  -0.026
C -3.88740 -1.19252 1.91638  -0.007
C -1.94737 0.11495 -0.71731  -0.085
C -3.13455 0.77426 -1.38994  -0.074
C -3.38673 0.32895 -2.83595  -0.351
C -2.14174 0.27622 -3.71962  -0.012
F -4.02329 -0.90913 -2.88646  -0.031
C -0.72521 0.80510 -0.55482  -0.085
C -0.60888 2.25276 -0.97235  -0.074
C -1.42425 3.13702 -0.01920  -0.311
C -0.68770 3.76647 1.09268  -0.062
O -1.15482 4.51103 -0.06253  -0.035
C 0.36198 0.12544 -0.00807  -0.029
C 1.70299 0.74802 0.19744  -0.245
O 1.87387 1.90070 0.53714  0.104
H 5.21917 -1.19564 2.69861  0.057
H 5.81279 0.29207 3.38210  0.066
H 4.19196 0.23175 2.66730  0.068
H 6.08279 -0.58954 0.60006  0.094
H 6.72555 0.88075 1.39798  0.097
H 5.50134 1.83904 -0.26058  0.114
H 4.27864 1.72416 1.04436  0.100
H 3.80126 0.96815 -1.34588  0.119
H 3.38044 -3.46377 0.14103  0.083
H 4.37983 -2.31372 -0.73147  0.088
H 4.57612 -2.46773 1.00822  0.071
H -0.43995 -3.71541 0.48021  0.117
H -6.16406 -0.99970 0.59368  0.083
H -5.75672 -1.85032 -0.92580  0.074
H -5.98523 -2.75588 0.60731  0.088
H -3.00579 -1.71050 2.29333  0.085
H -3.63537 -0.12746 1.93419  0.091
H -4.73188 -1.37144 2.57592  0.080
H -4.05186 0.62802 -0.82002  0.123
H -2.96655 1.84289 -1.47203  0.099
H -4.09164 1.03275 -3.28597  0.137
H -1.90953 -0.76792 -3.92212  0.091
H -2.30738 0.79786 -4.66000  0.078
H -1.26917 0.72680 -3.25187  0.062
H 0.39708 2.63900 -0.87094  0.107
H -0.98852 2.42558 -1.98054  0.116
H -2.44388 2.82672 0.19558  0.135
H -1.28516 3.98582 1.96840  0.110
H 0.38957 3.72731 1.10272  0.100

Summary:
max |F|: 1.57 eV/Å
2S+1: 1
lowest unoccupied orbital energy: -0.73 eV
SMILES: CCCNC1=C(C)C(=O)c2c(O)c(N=C(C)C)c(C[C@@H](C)F)c(C[C@H]3CO3)c2C1=O
total charge: 0
ΔE to the lowest compared entry with this formula, charge and spin: 4.273 eV


This record from the Open Molecules 2025 dataset describes a 3-piece molecular cluster, C23H29N3O2S5 overall. The level of theory is ωB97M-V with the def2-TZVPD basis set.

Each line ends with the Löwdin charge.
CARTESIAN COORDINATES (ANGSTROEM)
S -5.82621 0.87089 -0.79048  0.701
C -4.40997 0.23279 -1.26406  -1.052
S -3.74060 -1.22458 -0.46024  0.877
C -3.10170 -0.37858 1.01872  -0.473
C -2.41306 -1.34930 1.96022  -0.274
C -1.08444 -2.00429 1.52278  -0.168
C -0.11444 -1.23035 0.65450  -0.219
C 0.34597 -1.86024 -0.54409  -0.031
C 1.27224 -1.22518 -1.39798  -0.073
C 1.76898 0.05786 -1.07176  -0.007
C 1.32666 0.71553 0.10320  -0.252
C 0.38213 0.06023 0.95030  -0.366
S -0.13241 0.96806 2.40605  1.037
C -0.22938 2.58663 1.67843  -0.449
C -1.26912 3.48804 1.98768  -0.086
C -1.26630 4.76682 1.36591  -0.081
C -0.25200 5.13989 0.45355  -0.078
C 0.77141 4.21736 0.13615  -0.010
C 0.78979 2.94295 0.75206  -0.262
N 1.84273 2.01762 0.42633  0.037
N -3.65986 0.77120 -2.29129  -0.147
C -2.34108 0.49599 -2.60267  -0.069
C -2.04547 1.26419 -3.70460  -0.116
N -3.15148 2.00214 -4.07364  0.064
C -4.09644 1.70955 -3.22850  -0.166
H -2.43730 0.41330 0.67407  0.064
H -3.93531 0.07720 1.55154  0.074
H -2.28278 -0.86091 2.92216  0.086
H -3.10793 -2.17587 2.13764  0.106
H -1.26618 -2.96628 1.04834  0.105
H -0.55409 -2.22796 2.45112  0.083
H -0.03655 -2.84582 -0.77187  0.104
H 1.61046 -1.70714 -2.30190  0.071
H 2.47875 0.56454 -1.71110  0.100
H -2.05167 3.19884 2.67443  0.097
H -2.05390 5.47637 1.58481  0.094
H -0.24201 6.11006 -0.02125  0.093
H 1.56321 4.46314 -0.55731  0.104
H 2.39136 1.90282 1.27963  0.127
H -1.74209 -0.18406 -2.02494  0.085
H -1.09900 1.27960 -4.21239  0.093
H -5.09829 2.09395 -3.20961  0.096
C 3.98145 -0.19014 -5.27484  -0.271
S 2.31007 -0.67405 -5.72141  0.818
O 1.52270 -0.71525 -4.45759  -0.559
C 2.70800 -2.37444 -6.14207  -0.271
H 3.94865 0.84251 -4.93390  0.050
H 4.34620 -0.83237 -4.47284  0.058
H 4.62623 -0.26624 -6.15029  0.052
H 3.15974 -2.86779 -5.28128  0.058
H 3.38971 -2.38639 -6.99237  0.053
H 1.78064 -2.87620 -6.40967  0.050
C 0.80467 -3.45331 6.51075  -0.270
S 0.96021 -1.79851 5.82811  0.818
O 0.59969 -1.89042 4.38848  -0.563
C 2.75299 -1.72583 5.90924  -0.268
H -0.25067 -3.71733 6.50630  0.050
H 1.36377 -4.15697 5.89393  0.058
H 1.17901 -3.45889 7.53440  0.053
H 3.17801 -2.54724 5.33236  0.059
H 3.07047 -1.78277 6.95042  0.053
H 3.06579 -0.77536 5.48234  0.050

Summary:
max |F|: 1.85 eV/Å
2S+1: 1
lowest unoccupied orbital energy: -0.34 eV
total charge: 0


This record from the Open Molecules 2025 dataset describes one molecule with the formula C23H29N3O5S. The level of theory is ωB97M-V with the def2-TZVPD basis set.

Each line ends with the Löwdin charge.
CARTESIAN COORDINATES (ANGSTROEM)
C 3.56448 -0.22683 -2.35179  -0.074
O 2.91103 0.49575 -1.33706  -0.095
C 1.85935 1.29656 -1.67269  -0.235
C 1.17251 1.22333 -2.87820  -0.027
C 0.10745 2.07350 -3.12604  -0.078
C -0.27720 3.00491 -2.18081  -0.105
C 0.40633 3.07805 -0.97759  -0.041
C 1.47367 2.24017 -0.70793  -0.132
C 2.23710 2.33840 0.58468  -0.103
N 2.07702 1.15427 1.40257  0.097
C 3.11518 0.38148 1.76142  -0.458
O 4.27879 0.63903 1.54364  0.071
C 2.66511 -0.89690 2.50582  -0.264
C 3.85093 -1.60291 3.14183  -0.040
N 1.99588 -1.78723 1.57086  0.125
C 0.68787 -1.68347 1.27051  -0.442
O -0.02085 -0.83043 1.78292  0.052
C 0.20770 -2.68784 0.23162  -0.220
C 0.15955 -1.99128 -1.13808  -0.096
C -0.97761 -0.97652 -1.18505  -0.198
N -2.22424 -1.65265 -0.91739  -0.213
S -3.59538 -0.81548 -1.35993  0.671
O -3.35346 -0.26856 -2.66337  -0.281
O -4.70825 -1.70052 -1.17890  -0.282
C -3.70878 0.51551 -0.16597  -0.264
C -2.98751 1.67220 -0.38355  -0.059
C -3.00357 2.66790 0.57939  -0.063
C -3.73344 2.49154 1.74421  -0.072
C -4.45683 1.32689 1.94919  -0.065
C -4.44275 0.32869 0.98902  -0.061
C -2.28133 -2.24015 0.40293  -0.200
C -1.17146 -3.27716 0.55381  -0.105
H 2.94798 -1.04722 -2.73680  0.085
H 4.45896 -0.63690 -1.88494  0.099
H 3.85494 0.42387 -3.18185  0.102
H 1.46014 0.50648 -3.63115  0.111
H -0.42052 2.00138 -4.06448  0.112
H -1.09690 3.67757 -2.38209  0.106
H 0.12060 3.81185 -0.23793  0.109
H 1.90357 3.21771 1.14620  0.126
H 3.31007 2.42083 0.38467  0.131
H 1.13570 0.82767 1.58647  0.119
H 1.92262 -0.61586 3.26164  0.153
H 4.61242 -1.79584 2.38972  0.081
H 4.28915 -0.96439 3.90308  0.087
H 3.54014 -2.53975 3.59793  0.081
H 2.58918 -2.41933 1.05695  0.151
H 0.93288 -3.50828 0.18672  0.141
H 1.10513 -1.48465 -1.33124  0.098
H -0.00666 -2.74405 -1.91032  0.131
H -1.06193 -0.53112 -2.17665  0.110
H -0.79452 -0.17744 -0.45108  0.122
H -2.43719 1.78113 -1.30442  0.090
H -2.44773 3.57919 0.42027  0.099
H -3.74233 3.26743 2.49541  0.105
H -5.02845 1.19632 2.85556  0.107
H -5.00165 -0.58586 1.10859  0.114
H -3.26031 -2.71175 0.49573  0.121
H -2.16998 -1.47154 1.17950  0.116
H -1.18246 -3.66783 1.57255  0.126
H -1.36013 -4.09984 -0.13812  0.125

Summary:
max |F|: 1.01 eV/Å
2S+1: 1
lowest unoccupied orbital energy: 0.50 eV
SMILES: COc1ccccc1CNC(=O)[C@H](C)NC(=O)C1CCN(S(=O)(=O)c2ccccc2)CC1
total charge: 0
ΔE to the lowest compared entry with this formula, charge and spin: 0.299 eV


This record from the Open Molecules 2025 dataset describes one molecule with the formula C23H29N3O5S. The level of theory is ωB97M-V with the def2-TZVPD basis set.

Each line ends with the Löwdin charge.
CARTESIAN COORDINATES (ANGSTROEM)
O 2.53202 5.54323 0.39073  0.053
C 2.50577 4.35617 0.65586  -0.489
C 3.49930 3.39188 0.03600  -0.084
C 3.02129 2.99411 -1.37359  -0.125
C 1.89086 2.01310 -1.28038  -0.220
C 0.56909 2.41724 -1.42765  -0.016
C -0.46556 1.51123 -1.26541  -0.065
C -0.17045 0.19671 -0.96312  -0.280
S -1.48432 -1.00032 -0.78973  0.668
O -2.61747 -0.39728 -0.15247  -0.275
O -0.94093 -2.20311 -0.22713  -0.291
N -1.94812 -1.38266 -2.34505  -0.232
C -2.65630 -0.36750 -3.08922  -0.176
C -3.31331 -1.03986 -4.29782  -0.181
O -2.35015 -1.69198 -5.09289  -0.126
C -1.66346 -2.67736 -4.35686  -0.182
C -0.95679 -2.06462 -3.14459  -0.172
C 1.13529 -0.22999 -0.82661  -0.043
C 2.16243 0.68093 -0.98036  -0.013
N 1.54635 3.87813 1.48740  0.139
C 1.17348 2.57101 1.86664  -0.257
C 2.05908 1.63875 2.38979  -0.033
C 1.62353 0.37905 2.75085  -0.016
C 0.28056 -0.00245 2.62081  -0.223
N -0.15118 -1.26372 2.93840  -0.093
C -1.46076 -1.53372 3.49122  -0.117
C -2.02310 -2.82232 2.88701  -0.181
O -1.14661 -3.90185 3.12787  -0.124
C 0.10480 -3.63879 2.53831  -0.188
C 0.75070 -2.37558 3.12696  -0.133
C -0.61094 0.96567 2.13398  -0.024
C -0.17101 2.21756 1.77323  -0.028
H 3.63662 2.49926 0.63855  0.089
H 4.44706 3.92529 -0.05095  0.126
H 3.85739 2.53973 -1.90907  0.121
H 2.71324 3.89290 -1.90948  0.123
H 0.35089 3.45015 -1.65570  0.126
H -1.49707 1.81686 -1.34064  0.119
H -3.40270 0.06587 -2.42441  0.123
H -1.96685 0.41551 -3.44298  0.128
H -3.79054 -0.29969 -4.94162  0.130
H -4.06161 -1.76353 -3.94480  0.132
H -0.94106 -3.12281 -5.04229  0.130
H -2.36892 -3.44560 -4.00962  0.132
H -0.50740 -2.83668 -2.52107  0.122
H -0.17781 -1.36497 -3.48802  0.135
H 1.32047 -1.26411 -0.58378  0.116
H 3.18710 0.35962 -0.86438  0.125
H 0.86686 4.59028 1.73257  0.155
H 3.09195 1.90354 2.56044  0.113
H 2.34256 -0.30329 3.17594  0.102
H -2.14148 -0.70978 3.29609  0.116
H -1.36791 -1.66740 4.58198  0.134
H -2.97293 -3.08544 3.35542  0.128
H -2.16132 -2.68330 1.80682  0.105
H 0.72837 -4.51323 2.73459  0.127
H -0.02041 -3.49783 1.45615  0.104
H 1.68654 -2.19288 2.60055  0.116
H 0.95751 -2.53580 4.19714  0.133
H -1.65161 0.72508 1.99241  0.097
H -0.88100 2.94062 1.39796  0.122

Summary:
max |F|: 1.01 eV/Å
2S+1: 1
lowest unoccupied orbital energy: 0.42 eV
SMILES: O=C(CCc1ccc(S(=O)(=O)N2CCOCC2)cc1)Nc1ccc(N2CCOCC2)cc1
total charge: 0
ΔE to the lowest compared entry with this formula, charge and spin: 1.863 eV


Question: Among the records above, which one has the highest lowest unoccupied orbital energy?
Answer: number 3